1.
# CH3F2OPS

A 2-piece molecular cluster, CH3F2OPS overall (ωB97M-V/def2-TZVPD, the Open Molecules 2025 dataset).

Geometry as XYZ:
```
9
Properties=species:S:1:pos:R:3:forces:R:3
H 3.234 -0.748 -2.079 0.30 1.18 -0.23
S 2.545 2.983 0.503 -0.04 0.09 -1.01
P 0.982 1.606 0.801 1.89 -1.25 1.54
C 2.928 -1.632 -1.549 0.21 0.43 -1.09
H 3.461 -2.490 -1.873 0.77 -1.52 -0.01
F 0.940 1.869 2.372 -1.11 0.93 0.19
H 2.634 2.617 -0.814 -0.04 0.34 0.54
F 1.959 0.351 1.140 -0.67 -0.04 -1.14
O 2.014 -1.650 -0.804 -1.31 -0.15 1.22
```
Forces are in eV/Å.

ΔE to the lowest compared entry with this formula, charge and spin (eV): 1.777
SMILES: FP(F)S.C=O
HOMO energy (hartree): -0.372
Lowest unoccupied orbital energy (eV): 0.53
Kohn-Sham gap (hartree): 0.3917
Maximum force (eV Å⁻¹): 2.74

Results of the Mulliken charge analysis, in e, for atoms 1 through 4: 0.172 -0.226 0.504 -0.092

---

2.
# CH3F3NS

CH3F3NS as an isolated structure (ωB97M-V/def2-TZVPD, the Open Molecules 2025 dataset).

Geometry as XYZ:
```
9
Properties=species:S:1:pos:R:3:forces:R:3
H -0.107 -1.657 -0.883 -1.11 0.50 -0.35
H 0.638 -0.301 -1.794 -0.16 0.31 0.57
H -1.058 -0.313 -1.867 -3.87 0.22 -2.66
F 0.157 -0.553 2.138 0.59 0.24 -1.58
S 0.088 0.522 1.017 0.66 1.46 1.98
F 1.615 0.807 0.747 -1.90 -1.08 0.36
F -0.110 1.637 2.022 -0.04 0.18 -0.43
C -0.297 -0.681 -1.362 3.73 0.16 3.21
N -0.925 0.540 -0.018 2.10 -1.99 -1.10
```
Forces are in eV/Å.

Charge: +1
ΔE to the lowest compared entry with this formula, charge and spin (eV): 2.005
HOMO energy (hartree): -0.666
Lowest unoccupied orbital energy (eV): -6.10
Kohn-Sham gap (hartree): 0.4422
Maximum force (eV Å⁻¹): 4.93

Results of the Mulliken charge analysis, in e, for atoms 1 through 4: 0.390 0.372 0.291 -0.103

---

3.
# CH3F4NOP2

An isolated molecule of CH3F4NOP2 (ωB97M-V/def2-TZVPD, the Open Molecules 2025 dataset).

Geometry as XYZ:
```
12
Properties=species:S:1:pos:R:3:forces:R:3
N 0.610 0.082 -0.226 -1.60 -2.84 0.87
P -1.527 1.319 -0.536 -1.10 1.75 0.98
O -1.885 -0.276 -0.371 1.71 -1.59 0.39
P -0.482 -1.030 -0.208 0.07 -1.48 -0.21
F -1.319 1.658 1.021 0.39 0.04 -0.40
H 2.178 -0.016 1.342 -0.50 0.49 -0.64
H 2.666 -0.529 -0.336 -0.81 1.31 0.89
F -0.679 -2.140 -1.316 0.68 1.05 -0.36
F -0.622 -2.183 0.889 0.21 1.87 0.08
F -3.081 1.636 -0.435 -0.37 0.56 -0.53
H 2.147 1.289 -0.093 0.84 -1.97 1.28
C 1.995 0.189 0.267 0.48 0.81 -2.34
```
Forces are in eV/Å.

ΔE to the lowest compared entry with this formula, charge and spin (eV): 0.848
HOMO energy (hartree): -0.381
Lowest unoccupied orbital energy (eV): 0.59
Kohn-Sham gap (hartree): 0.4026
Maximum force (eV Å⁻¹): 3.37

Results of the Mulliken charge analysis, in e, for atoms 1 through 4: -0.250 0.469 -0.213 0.892

---

4.
# CH3FIN

A 2-piece molecular cluster, CH3FIN overall (ωB97M-V/def2-TZVPD, the Open Molecules 2025 dataset).

Geometry as XYZ:
```
7
Properties=species:S:1:pos:R:3:forces:R:3
N -1.305 0.615 -0.428 0.88 -0.98 0.80
F 2.069 0.032 -0.170 2.36 -0.40 -1.80
I 1.199 -1.637 1.927 0.08 -0.30 0.07
H -0.287 0.479 -0.152 -1.90 0.11 0.90
H -1.054 0.772 -1.363 -0.57 0.63 -2.27
H -1.758 -0.314 -0.449 0.36 0.52 0.19
C 1.136 0.053 0.635 -1.22 0.42 2.10
```
Forces are in eV/Å.

ΔE to the lowest compared entry with this formula, charge and spin (eV): 3.244
HOMO energy (hartree): -0.343
Lowest unoccupied orbital energy (eV): -0.98
Kohn-Sham gap (hartree): 0.3065
Maximum force (eV Å⁻¹): 2.99

Results of the Mulliken charge analysis, in e, for atoms 1 through 4: -0.734 -0.020 0.028 0.444

---

5.
# CH3FIN

A 2-piece molecular cluster, CH3FIN overall (ωB97M-V/def2-TZVPD, the Open Molecules 2025 dataset).

Geometry as XYZ:
```
7
Properties=species:S:1:pos:R:3:forces:R:3
N -0.617 0.627 0.351 0.26 -0.20 -0.22
I 2.290 0.279 -0.039 -0.34 -0.12 -0.07
C 0.270 0.053 -0.456 -0.33 -1.88 1.44
H -0.388 0.630 1.338 0.01 0.11 -0.19
H -1.593 0.434 0.159 0.12 0.00 -0.08
H 0.021 -0.111 -1.491 -0.14 -0.17 0.02
F 0.018 -1.911 0.139 0.42 2.25 -0.91
```
Forces are in eV/Å.

ΔE to the lowest compared entry with this formula, charge and spin (eV): 1.228
HOMO energy (hartree): -0.364
Lowest unoccupied orbital energy (eV): -0.03
Kohn-Sham gap (hartree): 0.3630
Maximum force (eV Å⁻¹): 2.46

Results of the Mulliken charge analysis, in e, for atoms 1 through 4: -0.358 0.167 -0.016 0.243

---

6.
# CH3FN2

An isolated molecule of CH3FN2 (ωB97M-V/def2-TZVPD, the Open Molecules 2025 dataset).

Geometry as XYZ:
```
7
Properties=species:S:1:pos:R:3:forces:R:3
F -3.120 -0.656 -0.232 -0.56 0.30 -0.35
H 1.002 -0.605 -0.189 1.51 -1.03 -1.40
N -1.903 -0.753 0.412 1.08 0.65 -0.35
C -0.996 -0.124 -0.243 1.79 -2.01 2.36
H -1.047 0.345 -1.173 -0.68 0.67 -1.42
N 0.325 -0.155 0.330 -3.50 1.12 2.36
H 0.240 -0.539 1.296 0.37 0.30 -1.20
```
Forces are in eV/Å.

ΔE to the lowest compared entry with this formula, charge and spin (eV): 1.892
SMILES: N/C=N/F
HOMO energy (hartree): -0.365
Lowest unoccupied orbital energy (eV): 1.10
Kohn-Sham gap (hartree): 0.4052
Maximum force (eV Å⁻¹): 4.37

Results of the Mulliken charge analysis, in e, for atoms 1 through 4: -0.161 0.216 -0.363 0.071

---

7.
# CH3FN2O

A 2-piece molecular cluster, CH3FN2O overall (ωB97M-V/def2-TZVPD, the Open Molecules 2025 dataset).

Geometry as XYZ:
```
8
Properties=species:S:1:pos:R:3:forces:R:3
O 1.182 1.352 -0.185 2.38 0.63 -0.72
F -1.039 -0.367 1.433 0.49 0.72 -1.74
H -0.340 -1.947 -0.859 2.22 2.78 1.09
N 0.248 -1.041 -0.551 -3.54 -1.65 -1.21
C 0.034 1.195 -0.004 -0.87 0.58 1.86
H 1.071 -1.132 0.000 0.91 -0.24 0.39
H -0.602 1.999 0.440 -0.19 -0.97 -0.51
N -0.554 -0.059 -0.274 -1.41 -1.85 0.84
```
Forces are in eV/Å.

ΔE to the lowest compared entry with this formula, charge and spin (eV): 2.944
HOMO energy (hartree): -0.401
Lowest unoccupied orbital energy (eV): -0.86
Kohn-Sham gap (hartree): 0.3697
Maximum force (eV Å⁻¹): 4.09

Results of the Mulliken charge analysis, in e, for atoms 1 through 4: -0.401 -0.482 0.310 -0.255

---

8.
# CH3FN2O2

CH3FN2O2 as an isolated structure (ωB97M-V/def2-TZVPD, the Open Molecules 2025 dataset).

Geometry as XYZ:
```
9
Properties=species:S:1:pos:R:3:forces:R:3
N -0.128 0.357 0.703 -2.42 -2.68 0.59
O -2.391 0.262 -0.261 -0.13 -0.65 -0.54
N -1.408 -0.393 -0.315 1.92 2.87 2.61
H 1.614 0.830 -0.388 -1.01 -1.82 0.31
H 0.837 -0.851 -0.500 0.38 -1.41 -1.09
O -1.090 -1.425 -0.760 -0.33 -1.46 -0.89
H 1.939 -0.330 0.817 -0.14 -0.71 1.38
F -0.509 1.650 0.543 1.13 0.67 -0.43
C 1.135 -0.100 0.163 0.61 5.19 -1.94
```
Forces are in eV/Å.

ΔE to the lowest compared entry with this formula, charge and spin (eV): 3.700
HOMO energy (spin up / spin down) (hartree): -0.370 / -0.370
Lowest unoccupied orbital energy (spin up / spin down) (eV): 0.29 / 0.29
Kohn-Sham gap (spin up / spin down) (hartree): 0.3810 / 0.3811
Maximum force (eV Å⁻¹): 5.58

Results of the Mulliken charge analysis, in e, for atoms 1 through 4: -0.071 -0.500 0.983 0.275